(1)
# C3H8N3O

The ion C3H8N3O with charge +1 in a non-equilibrium geometry (wB97M-V/def2-TZVPD, the Open Molecules 2025 dataset).

Computed properties:
M: 102.1 g/mol
Charge: +1
HOMO-LUMO gap: 10.3 eV
SMILES string: CNO/C=N\C=[NH2+]
Energy above the lowest of the compared OMol25 structures with the same formula, charge and spin: 337.1 kJ/mol

Element x y z (Å)
C (0.298, -1.790, -0.120)
C (1.461, 0.303, -0.548)
C (-1.873, 0.581, -0.363)
N (1.188, -0.979, -0.536)
N (-0.900, 0.117, 0.629)
N (2.005, 0.808, 0.507)
O (-0.778, -1.333, 0.583)
H (0.312, -2.918, -0.150)
H (1.435, 0.848, -1.540)
H (-2.714, -0.188, -0.593)
H (-2.274, 1.596, -0.102)
H (-1.267, 0.418, -1.291)
H (2.227, 0.396, 1.469)
H (-1.328, 0.330, 1.587)
H (2.208, 1.810, 0.466)

***

(2)
# C4H15GaNOS

A structure of composition C4H15GaNOS (wB97M-V/def2-TZVPD, the Open Molecules 2025 dataset).

Computed properties:
M: 195.0 g/mol
Charge: -1
HOMO-LUMO gap: 6.5 eV
Energy above the lowest of the compared OMol25 structures with the same formula, charge and spin: 0.0 kJ/mol

Element x y z (Å)
C (2.659, 1.181, -1.485)
C (1.442, 1.313, -2.429)
N (0.291, 1.929, -1.801)
Ga (-1.438, 1.014, -1.987)
H (2.371, 1.613, -0.528)
H (2.939, 0.142, -1.296)
H (3.554, 1.700, -1.833)
H (1.772, 1.869, -3.318)
H (1.190, 0.315, -2.800)
H (0.185, 2.871, -2.167)
H (-1.818, 0.907, -3.569)
H (-2.520, 1.915, -1.198)
H (-1.197, -0.438, -1.340)
C (-2.022, -1.489, 3.390)
S (-1.354, -1.166, 1.738)
O (-1.917, -2.297, 0.955)
C (0.351, -1.613, 2.113)
H (-3.077, -1.227, 3.342)
H (-1.907, -2.557, 3.575)
H (-1.524, -0.891, 4.153)
H (0.364, -2.651, 2.443)
H (0.760, -0.939, 2.865)
H (0.897, -1.500, 1.178)

***

(3)
# CH10N2O3

A cluster of 4 separate species, CH10N2O3 in total in a non-equilibrium geometry (wB97M-V/def2-TZVPD, the Open Molecules 2025 dataset).

Computed properties:
M: 98.1 g/mol
Charge: 0
HOMO-LUMO gap: 9.5 eV
SMILES string: [H]/N=C/N.O.O.O
Energy above the lowest of the compared OMol25 structures with the same formula, charge and spin: 122.6 kJ/mol

Element x y z (Å)
N (-0.755, 0.331, 0.155)
C (-2.029, 0.701, 0.597)
N (-2.893, 0.858, -0.339)
H (-0.175, -0.090, 0.754)
H (-0.676, 0.000, -0.819)
H (-1.984, 0.763, 1.700)
H (-3.875, 1.105, -0.151)
H (3.963, 0.648, -0.713)
H (3.853, 1.028, 0.733)
O (3.566, 0.301, 0.136)
H (-2.165, -0.007, -2.572)
H (-1.035, 0.610, -3.244)
O (-1.258, -0.225, -2.881)
H (2.405, -2.554, 2.714)
H (2.520, -1.618, 1.599)
O (2.052, -1.628, 2.458)

***

(4)
# C3H5BrN2

The molecule C3H5BrN2 in a non-equilibrium geometry (wB97M-V/def2-TZVPD, the Open Molecules 2025 dataset).

Computed properties:
M: 149.0 g/mol
Charge: 0
HOMO-LUMO gap: 9.7 eV
SMILES string: C=N[C@H]1CN1Br
Energy above the lowest of the compared OMol25 structures with the same formula, charge and spin: 213.4 kJ/mol

Element x y z (Å)
C (-0.206, 0.196, -0.923)
C (-0.584, 1.348, -0.095)
C (0.863, -1.426, 0.551)
N (0.077, -1.112, -0.395)
N (0.608, 1.434, -0.877)
Br (0.764, 2.374, -2.502)
H (-0.631, 0.122, -1.894)
H (-1.573, 1.929, -0.430)
H (-0.381, 1.325, 0.887)
H (0.818, -2.457, 0.777)
H (1.652, -0.741, 0.774)

***

(5)
# C5H11ClN2

The molecule C5H11ClN2 in a non-equilibrium geometry (wB97M-V/def2-TZVPD, the Open Molecules 2025 dataset).

Computed properties:
M: 134.6 g/mol
Charge: 0
HOMO-LUMO gap: 9.9 eV
SMILES string: NC[C@]1(Cl)CC[C@H]1N
Energy above the lowest of the compared OMol25 structures with the same formula, charge and spin: 102.1 kJ/mol

Element x y z (Å)
C (-1.356, -0.016, -1.010)
C (0.028, -0.295, -0.351)
C (0.199, -1.083, 0.935)
C (1.355, -0.151, 1.384)
C (0.662, 0.871, 0.497)
H (-2.883, -1.037, -1.845)
H (-1.995, -1.927, -0.843)
H (-1.205, 0.705, -1.871)
H (-2.024, 0.435, -0.290)
H (0.358, -2.092, 0.813)
H (-0.661, -0.937, 1.566)
H (1.435, 0.120, 2.413)
H (2.269, -0.552, 1.145)
H (-0.132, 1.231, 1.128)
H (0.925, 2.699, -0.638)
H (2.379, 2.060, -0.025)
N (-1.905, -1.240, -1.563)
N (1.306, 2.127, 0.103)
Cl (1.245, -0.916, -1.549)

***

(6)
# C19H38O

The molecule C19H38O (wB97M-V/def2-TZVPD, the Open Molecules 2025 dataset).

Computed properties:
M: 282.5 g/mol
Charge: 0
HOMO-LUMO gap: 9.6 eV
SMILES string: C/C(=C\CO)CC[C@@H](C)CCC[C@@H](C)CCCC(C)C
Energy above the lowest of the compared OMol25 structures with the same formula, charge and spin: 14.5 kJ/mol

Element x y z (Å)
C (1.571, 3.941, 0.713)
C (0.973, 2.780, -0.028)
C (-0.308, 2.453, 0.086)
C (-1.309, 3.182, 0.930)
O (-2.577, 2.590, 0.741)
H (-3.226, 3.049, 1.283)
H (-1.339, 4.248, 0.647)
H (-1.016, 3.131, 1.992)
H (-0.720, 1.611, -0.449)
C (1.912, 1.962, -0.868)
H (1.336, 1.271, -1.482)
H (2.475, 2.616, -1.538)
C (2.900, 1.177, 0.009)
H (2.360, 0.750, 0.857)
H (3.634, 1.874, 0.418)
C (3.624, 0.055, -0.757)
C (5.111, 0.034, -0.400)
H (5.243, -0.144, 0.665)
H (5.625, -0.755, -0.945)
H (5.581, 0.982, -0.653)
C (3.012, -1.321, -0.463)
C (1.543, -1.431, -0.866)
H (1.475, -1.239, -1.940)
C (0.922, -2.803, -0.574)
H (1.698, -3.569, -0.639)
H (0.192, -3.027, -1.355)
C (0.207, -2.959, 0.779)
C (1.180, -2.958, 1.958)
H (1.998, -3.654, 1.785)
H (0.666, -3.257, 2.869)
H (1.591, -1.965, 2.118)
C (-0.891, -1.916, 1.031)
C (-1.922, -1.798, -0.088)
C (-3.078, -0.888, 0.324)
H (-2.688, 0.081, 0.641)
H (-3.584, -1.339, 1.182)
C (-4.104, -0.655, -0.791)
C (-3.544, 0.267, -1.872)
H (-3.248, 1.214, -1.426)
H (-2.679, -0.176, -2.359)
H (-4.296, 0.461, -2.634)
C (-5.373, -0.040, -0.206)
H (-5.811, -0.694, 0.546)
H (-5.137, 0.914, 0.260)
H (-6.113, 0.130, -0.984)
H (-4.360, -1.621, -1.244)
H (-1.443, -1.397, -0.981)
H (-2.311, -2.790, -0.333)
H (-0.440, -0.936, 1.204)
H (-1.406, -2.193, 1.955)
H (-0.276, -3.945, 0.750)
H (0.967, -0.662, -0.358)
H (3.582, -2.079, -1.007)
H (3.125, -1.530, 0.601)
H (3.537, 0.252, -1.831)
H (0.924, 4.815, 0.649)
H (2.545, 4.199, 0.308)
H (1.691, 3.699, 1.769)

***

(7)
# C12H16Br2NO3Pd

A structure of composition C12H16Br2NO3Pd (wB97M-V/def2-TZVPD, the Open Molecules 2025 dataset).

Computed properties:
M: 488.5 g/mol
Charge: +1
<S²>: 2.01
2S+1: 3
HOMO-LUMO gap (spin up / spin down): 8.9 / 6.9 eV

Element x y z (Å)
Pd (1.139, 1.882, 0.223)
Br (3.724, 2.833, 0.077)
C (3.000, 4.635, 0.044)
Br (1.065, 4.506, -0.105)
H (3.389, 5.166, -0.814)
H (3.243, 5.128, 0.976)
C (-4.346, 0.477, 0.444)
N (-3.247, 1.431, 0.295)
C (-3.547, 2.836, 0.028)
C (-1.974, 1.074, 0.391)
C (-1.614, -0.359, 0.639)
O (-1.093, 1.962, 0.241)
H (-5.279, 0.977, 0.210)
H (-4.413, 0.100, 1.464)
H (-4.236, -0.363, -0.241)
H (-4.620, 2.968, -0.046)
H (-3.083, 3.153, -0.906)
H (-3.165, 3.472, 0.826)
H (-2.414, -0.936, 1.091)
H (-0.744, -0.392, 1.288)
H (-1.348, -0.820, -0.316)
O (1.669, 0.218, -1.061)
C (1.755, -0.568, -0.065)
O (1.587, -0.080, 1.094)
C (2.002, -2.007, -0.269)
C (2.707, -2.427, -1.395)
C (2.910, -3.779, -1.608)
C (2.397, -4.706, -0.711)
C (1.687, -4.286, 0.405)
C (1.494, -2.934, 0.636)
H (3.091, -1.685, -2.083)
H (3.466, -4.105, -2.477)
H (2.554, -5.762, -0.886)
H (1.287, -5.015, 1.097)
H (0.956, -2.594, 1.512)

***

(8)
# C14H18CrN2O2

A structure of composition C14H18CrN2O2 in a non-equilibrium geometry (wB97M-V/def2-TZVPD, the Open Molecules 2025 dataset).

Computed properties:
M: 298.3 g/mol
Charge: 0
<S²>: 6.21
2S+1: 5
HOMO-LUMO gap (spin up / spin down): 5.7 / 3.8 eV
Energy above the lowest of the compared OMol25 structures with the same formula, charge and spin: 691.9 kJ/mol

Element x y z (Å)
C (-2.503, -0.977, 1.098)
C (-2.236, 2.051, 0.490)
H (-2.435, -1.638, 0.228)
H (-3.275, -0.284, 1.194)
H (-1.876, -1.065, 2.050)
H (-1.849, 2.720, -0.312)
H (-3.264, 1.616, 0.434)
H (-2.075, 2.284, 1.587)
C (-0.317, -2.508, 0.826)
C (0.575, -3.565, 0.727)
C (1.729, -3.417, -0.035)
C (1.966, -2.187, -0.620)
H (-1.204, -2.632, 1.437)
H (0.335, -4.479, 1.244)
H (2.445, -4.223, -0.179)
H (2.865, -1.969, -1.185)
N (-0.139, -1.348, 0.186)
C (1.029, -1.147, -0.470)
C (1.306, 0.220, -0.882)
N (0.358, 1.146, -0.567)
C (0.700, 2.439, -0.694)
C (2.844, 1.896, -1.669)
C (1.907, 2.844, -1.259)
H (-0.012, 3.157, -0.317)
H (2.099, 3.900, -1.375)
C (2.543, 0.562, -1.456)
H (3.238, -0.237, -1.704)
H (3.795, 2.157, -2.137)
Cr (-1.439, 0.376, 0.166)
C (-2.085, 0.101, -1.735)
H (-1.337, -0.587, -2.171)
H (-1.976, 1.076, -2.236)
H (-3.090, -0.304, -1.941)
O (0.153, -0.244, 2.771)
C (0.323, 0.984, 2.816)
O (-0.061, 1.916, 2.054)
H (0.962, 1.368, 3.634)